1.
{"formula": "C6H11N", "method": "ωB97M-V/def2-TZVPD", "gap_ha": 0.439, "lumo_ha": 0.034, "e_tot_ev": -7888.29733, "relative_energy_kcal_mol": 51.52, "elements": ["C", "C", "C", "C", "C", "C", "N", "H", "H", "H", "H", "H", "H", "H", "H", "H", "H", "H"], "coordinates": [[2.378, -1.175, -0.389], [0.982, -1.031, 0.213], [0.270, 0.247, -0.222], [-1.114, 0.458, 0.437], [-1.773, 1.770, -0.010], [-2.251, -0.931, -0.687], [-2.127, -0.814, 0.494], [2.858, -2.103, -0.060], [2.336, -1.196, -1.483], [3.032, -0.345, -0.098], [0.362, -1.887, -0.069], [1.048, -1.044, 1.309], [0.881, 1.113, 0.091], [0.227, 0.305, -1.321], [-0.979, 0.473, 1.503], [-1.178, 2.611, 0.378], [-1.840, 1.897, -1.098], [-2.775, 1.860, 0.412]], "nbo_charge": [-0.602, -0.400, -0.419, -0.037, -0.631, 0.308, -0.552, 0.214, 0.204, 0.200, 0.211, 0.196, 0.211, 0.211, 0.221, 0.219, 0.220, 0.227]}

2.
{"formula": "C6H11N", "method": "ωB97M-V/def2-TZVPD", "gap_ha": 0.447, "lumo_ha": 0.029, "smiles": "CCC(C)(C)C#N", "e_tot_ev": -7890.49940, "relative_energy_kcal_mol": 0.74, "elements": ["C", "C", "C", "C", "C", "C", "N", "H", "H", "H", "H", "H", "H", "H", "H", "H", "H", "H"], "coordinates": [[2.136, 0.137, 0.087], [0.864, -0.715, 0.022], [-0.494, 0.039, 0.111], [-1.671, -0.936, 0.331], [-0.799, 0.894, -1.133], [-0.398, 0.921, 1.292], [-0.247, 1.586, 2.228], [2.217, 0.850, -0.741], [3.011, -0.520, 0.036], [2.205, 0.698, 1.025], [0.898, -1.432, 0.853], [0.869, -1.304, -0.904], [-1.544, -1.533, 1.239], [-2.612, -0.381, 0.423], [-1.769, -1.616, -0.523], [-1.778, 1.375, -1.031], [-0.055, 1.679, -1.292], [-0.833, 0.257, -2.025]], "nbo_charge": [-0.617, -0.377, -0.160, -0.586, -0.593, 0.298, -0.340, 0.205, 0.218, 0.223, 0.210, 0.208, 0.221, 0.220, 0.214, 0.220, 0.222, 0.214]}

3.
{"formula": "C6H11N", "method": "ωB97M-V/def2-TZVPD", "gap_ha": 0.373, "lumo_ha": 0.036, "smiles": "C=NC(=C)CCC", "e_tot_ev": -7888.82465, "relative_energy_kcal_mol": 39.36, "elements": ["C", "N", "C", "C", "C", "C", "C", "H", "H", "H", "H", "H", "H", "H", "H", "H", "H", "H"], "coordinates": [[-1.237, -2.426, -0.997], [-0.657, -1.523, -0.317], [-0.444, -0.254, -0.902], [0.265, -0.038, -2.016], [-0.629, 0.885, 0.131], [-0.023, 0.619, 1.490], [1.439, 1.056, 1.519], [-1.470, -3.352, -0.485], [-1.436, -2.314, -2.064], [0.743, -0.821, -2.590], [0.662, 0.949, -2.236], [-0.258, 1.820, -0.297], [-1.704, 1.077, 0.167], [-0.583, 1.131, 2.273], [-0.117, -0.405, 1.843], [1.448, 2.125, 1.768], [1.876, 0.935, 0.526], [2.129, 0.535, 2.187]], "nbo_charge": [-0.039, -0.416, 0.155, -0.449, -0.427, -0.412, -0.610, 0.175, 0.155, 0.199, 0.202, 0.208, 0.212, 0.202, 0.227, 0.201, 0.203, 0.212]}

4.
{"formula": "C6H11N", "method": "ωB97M-V/def2-TZVPD", "gap_ha": 0.317, "lumo_ha": 0.028, "e_tot_ev": -7885.78387, "relative_energy_kcal_mol": 109.48, "elements": ["C", "C", "C", "C", "C", "C", "N", "H", "H", "H", "H", "H", "H", "H", "H", "H", "H", "H"], "coordinates": [[1.208, 2.175, 0.884], [0.752, -0.770, -1.584], [0.979, 0.847, 1.023], [0.112, -1.246, -0.544], [-0.577, -2.358, -0.061], [-1.312, 1.052, 0.226], [-0.254, 0.246, 0.800], [2.055, 2.749, 1.345], [0.458, 2.843, 0.383], [1.246, 0.148, -1.797], [1.102, -1.474, -2.503], [1.586, 0.165, 1.500], [-0.586, -2.397, 0.953], [-0.318, -3.252, -0.609], [-1.634, -2.237, -0.253], [-1.723, 1.595, 1.114], [-1.061, 1.672, -0.702], [-2.034, 0.240, -0.176]], "nbo_charge": [-0.515, -0.485, -0.023, 0.269, -0.719, -0.447, -0.449, 0.211, 0.196, 0.239, 0.211, 0.190, 0.254, 0.237, 0.239, 0.217, 0.181, 0.196]}

5.
{"formula": "C6H11N", "method": "ωB97M-V/def2-TZVPD", "gap_ha": 0.341, "lumo_ha": 0.040, "smiles": "C=C(/C=C/C)NC", "e_tot_ev": -7889.04366, "relative_energy_kcal_mol": 34.31, "elements": ["C", "C", "C", "C", "C", "N", "C", "H", "H", "H", "H", "H", "H", "H", "H", "H", "H", "H"], "coordinates": [[-2.257, -0.741, 0.533], [-1.105, -0.101, 0.395], [0.102, -0.891, 0.010], [0.973, -0.482, -0.894], [2.093, -1.263, -1.511], [-1.010, 1.296, 0.227], [-0.091, 1.943, 1.149], [-2.178, -1.823, 0.523], [-3.203, -0.275, 0.747], [0.054, -1.931, 0.312], [0.896, 0.574, -1.139], [2.080, -1.073, -2.579], [1.949, -2.333, -1.341], [3.032, -0.983, -1.032], [-1.935, 1.694, 0.336], [-0.533, 2.270, 2.098], [0.731, 1.280, 1.416], [0.403, 2.838, 0.750]], "nbo_charge": [-0.473, 0.157, -0.252, -0.147, -0.642, -0.619, -0.422, 0.200, 0.199, 0.199, 0.202, 0.220, 0.210, 0.221, 0.368, 0.181, 0.209, 0.192]}

6.
{"formula": "C6H11N", "method": "ωB97M-V/def2-TZVPD", "gap_ha": 0.298, "lumo_ha": 0.038, "smiles": "C=C/C(=C/C)NC", "e_tot_ev": -7886.02518, "relative_energy_kcal_mol": 103.92, "elements": ["C", "C", "C", "C", "C", "N", "C", "H", "H", "H", "H", "H", "H", "H", "H", "H", "H", "H"], "coordinates": [[-0.229, 0.293, 2.869], [0.596, -0.245, 1.912], [0.279, 0.016, 0.430], [0.211, 1.269, -0.097], [0.924, 1.412, -1.497], [0.105, -1.254, -0.298], [-0.852, -1.413, -1.325], [-0.491, -0.060, 3.890], [-1.111, 0.908, 2.540], [1.352, -1.021, 1.993], [-0.470, 2.102, 0.102], [0.085, 1.764, -2.139], [1.426, 0.550, -2.049], [1.521, 2.421, -1.614], [0.072, -2.202, 0.230], [-0.655, -2.385, -1.891], [-0.920, -0.685, -2.137], [-1.841, -1.469, -0.920]], "nbo_charge": [-0.406, -0.216, 0.214, -0.349, -0.664, -0.642, -0.407, 0.210, 0.191, 0.214, 0.236, 0.196, 0.229, 0.222, 0.392, 0.196, 0.209, 0.175]}

7.
{"formula": "C6H11N", "method": "ωB97M-V/def2-TZVPD", "gap_ha": 0.250, "lumo_ha": -0.037, "e_tot_ev": -7883.44900, "relative_energy_kcal_mol": 163.32, "elements": ["C", "C", "C", "C", "C", "N", "C", "H", "H", "H", "H", "H", "H", "H", "H", "H", "H", "H"], "coordinates": [[1.480, -1.231, 0.312], [1.372, -0.068, -0.796], [0.880, 1.358, -0.261], [-0.480, 1.267, 0.463], [-1.530, 0.486, -0.369], [-1.861, -0.872, -0.665], [-2.007, -1.003, 0.729], [0.505, -1.638, 0.514], [2.174, -1.998, -0.148], [1.828, -0.748, 1.211], [2.224, 0.039, -1.505], [0.645, -0.340, -1.562], [1.663, 1.762, 0.332], [0.784, 2.029, -1.130], [-0.824, 2.233, 0.948], [-2.482, 1.132, -0.654], [-1.412, -1.664, 1.398], [-2.959, -0.744, 1.185]], "nbo_charge": [-0.612, -0.406, -0.465, -0.124, 0.013, -0.600, -0.011, 0.212, 0.218, 0.200, 0.207, 0.215, 0.207, 0.230, 0.205, 0.177, 0.172, 0.163]}

8.
{"formula": "C6H11N", "method": "ωB97M-V/def2-TZVPD", "gap_ha": 0.323, "lumo_ha": 0.037, "smiles": "C=C/C=C(\\C)NC", "e_tot_ev": -7887.84511, "relative_energy_kcal_mol": 61.95, "elements": ["C", "C", "C", "C", "C", "N", "C", "H", "H", "H", "H", "H", "H", "H", "H", "H", "H", "H"], "coordinates": [[-2.726, 0.265, 1.843], [-1.767, 0.739, 1.049], [-0.893, -0.293, 0.425], [0.331, -0.057, -0.118], [0.837, 1.336, -0.315], [0.793, -0.962, -1.111], [2.226, -1.319, -0.999], [-3.485, 0.919, 2.290], [-2.891, -0.763, 2.130], [-1.684, 1.735, 0.621], [-1.294, -1.242, 0.063], [1.909, 1.580, -0.281], [0.361, 2.183, 0.188], [0.670, 1.598, -1.382], [-0.070, -1.387, -1.405], [2.805, -0.411, -1.109], [2.331, -1.917, -0.099], [2.549, -2.003, -1.788]], "nbo_charge": [-0.373, -0.223, -0.290, 0.191, -0.679, -0.668, -0.406, 0.188, 0.196, 0.212, 0.190, 0.221, 0.220, 0.225, 0.399, 0.205, 0.189, 0.205]}

9.
{"formula": "C6H11N", "method": "ωB97M-V/def2-TZVPD", "gap_ha": 0.363, "lumo_ha": 0.041, "smiles": "C=C/C=C/CNC", "e_tot_ev": -7888.32073, "relative_energy_kcal_mol": 50.98, "elements": ["C", "C", "C", "C", "C", "N", "C", "H", "H", "H", "H", "H", "H", "H", "H", "H", "H", "H"], "coordinates": [[-2.194, 0.744, 2.743], [-1.681, 0.824, 1.515], [-0.364, 0.193, 1.236], [-0.161, -0.598, 0.187], [1.147, -1.070, -0.364], [1.047, -1.018, -1.843], [1.232, 0.304, -2.393], [-1.810, 0.159, 3.571], [-3.152, 1.191, 2.990], [-2.311, 1.396, 0.842], [0.398, 0.488, 1.960], [-1.049, -0.788, -0.403], [1.879, -0.321, -0.055], [1.578, -2.046, -0.143], [1.712, -1.656, -2.251], [0.640, 0.468, -3.296], [2.272, 0.636, -2.537], [0.818, 1.095, -1.761]], "nbo_charge": [-0.371, -0.227, -0.227, -0.172, -0.261, -0.624, -0.432, 0.188, 0.189, 0.214, 0.205, 0.205, 0.174, 0.210, 0.357, 0.199, 0.173, 0.199]}

10.
{"formula": "C6H11N", "method": "ωB97M-V/def2-TZVPD", "gap_ha": [0.296, 0.300], "lumo_ha": [-0.242, -0.246], "spin_multiplicity": 2, "charge": 1, "e_tot_ev": -7877.37843, "relative_energy_kcal_mol": 113.13, "elements": ["C", "N", "C", "C", "C", "C", "C", "H", "H", "H", "H", "H", "H", "H", "H", "H", "H", "H"], "coordinates": [[1.920, 0.334, 1.201], [0.902, -0.501, 0.657], [0.229, -0.110, -0.398], [-1.117, -0.854, -1.156], [-1.316, 0.225, -0.224], [-1.863, -0.043, 1.162], [0.900, 0.600, -1.557], [1.509, 1.273, 1.648], [2.750, 0.627, 0.539], [2.392, -0.191, 2.041], [-1.872, -1.094, 1.441], [-0.892, -1.920, -1.079], [-1.558, 1.218, -0.586], [-1.247, 0.460, 1.904], [-2.885, 0.321, 1.228], [0.497, 1.438, -2.138], [1.920, 0.892, -1.268], [0.902, -0.133, -2.400]], "nbo_charge": [-0.495, -0.143, 0.164, 0.134, -0.176, -0.623, -0.704, 0.269, 0.234, 0.249, 0.248, 0.257, 0.294, 0.245, 0.262, 0.270, 0.251, 0.266]}

11.
{"formula": "C6H11N2", "method": "ωB97M-V/def2-TZVPD", "gap_ha": [0.330, 0.219], "lumo_ha": [-0.134, -0.214], "charge": 1, "e_tot_ev": -9370.17113, "relative_energy_kcal_mol": 105.24, "elements": ["C", "C", "C", "C", "C", "C", "N", "N", "H", "H", "H", "H", "H", "H", "H", "H", "H", "H", "H"], "coordinates": [[-0.539, -1.132, 1.649], [0.626, -0.770, 0.547], [1.591, -0.371, 1.543], [-1.281, 0.439, 0.064], [-0.081, 0.123, -0.468], [0.019, 1.316, -2.588], [-1.457, -0.113, 1.344], [0.607, 0.455, -1.554], [-0.835, -2.097, 1.440], [-0.228, -1.056, 2.702], [1.017, -1.810, 0.168], [2.310, -1.081, 1.942], [-1.991, 1.135, -0.504], [-1.068, 1.482, -2.617], [0.558, 2.203, -2.494], [0.261, 0.901, -3.534], [-2.058, 0.237, 2.016], [1.177, -0.358, -1.834], [1.371, 0.496, 2.177]], "nbo_charge": [-0.190, -0.327, -0.248, -0.048, 0.236, -0.430, -0.428, -0.490, 0.239, 0.244, 0.250, 0.218, 0.258, 0.220, 0.228, 0.230, 0.424, 0.422, 0.190]}

12.
{"formula": "C6H11N2", "method": "ωB97M-V/def2-TZVPD", "gap_ha": 0.334, "lumo_ha": -0.141, "charge": 1, "e_tot_ev": -9370.79188, "relative_energy_kcal_mol": 90.92, "elements": ["C", "C", "C", "C", "C", "C", "N", "N", "H", "H", "H", "H", "H", "H", "H", "H", "H", "H", "H"], "coordinates": [[-1.334, -1.203, 0.078], [2.912, 0.502, -0.201], [1.415, 0.996, -0.294], [2.365, -0.847, 0.063], [-2.841, 0.973, 0.204], [1.141, -0.405, -0.029], [-2.363, -0.367, -0.070], [-0.004, -1.141, 0.040], [-1.715, -2.289, 0.047], [3.508, 0.369, -1.066], [3.411, 1.054, 0.603], [1.124, 1.728, 0.421], [1.124, 1.262, -1.258], [2.788, -1.751, 0.037], [-2.087, 1.762, 0.479], [-3.476, 1.363, -0.545], [-3.262, 0.970, 1.159], [-3.146, -0.949, 0.081], [0.439, -2.029, 0.248]], "nbo_charge": [0.387, -0.383, -0.427, -0.152, -0.437, 0.118, -0.505, -0.504, 0.230, 0.230, 0.231, 0.223, 0.226, 0.212, 0.236, 0.245, 0.230, 0.408, 0.432]}